[1]
Density functional theory data (the ωB97M-V functional and the def2-TZVPD basis) for a cluster of 3 separate species, C16H35O12PS2 in total at a distorted geometry.

Kohn-Sham gap	0.3268	Eh
energy	-2671.17704	hartree
HOMO	-8.4	eV
LUMO	0.519	eV

Element x y z (Å)
S  0.503  3.986  -1.706
S  4.756  2.077  1.589
P  -0.263  -0.679  1.041
O  4.846  3.486  1.356
O  3.519  1.464  1.972
O  5.347  1.302  0.323
O  -4.220  -0.849  -0.029
O  0.408  5.544  -1.368
O  -2.802  0.559  0.998
O  -3.380  -3.744  -0.549
O  0.358  3.238  -0.492
O  -3.178  -7.338  -0.229
O  1.606  3.769  -2.595
O  -4.586  1.389  -0.060
O  -0.425  -2.160  1.844
C  -3.982  0.470  0.255
C  -2.822  -7.298  1.145
C  -1.931  -0.352  0.224
C  1.317  6.088  -0.395
C  -3.985  -6.961  2.109
C  -3.688  -6.113  -0.721
C  4.513  1.184  -0.844
C  -2.942  -1.490  0.091
C  -1.598  0.512  -1.057
C  4.410  2.489  -1.609
C  0.009  0.622  2.334
C  -2.650  -4.949  -0.761
C  6.012  1.615  2.737
C  -2.672  -2.592  -0.972
C  2.724  6.236  -0.941
C  -0.989  3.867  -2.637
H  -2.193  0.138  -1.912
H  3.171  5.265  -1.150
H  -0.951  4.583  -3.455
H  -1.798  -5.085  -0.066
H  -4.262  -5.899  1.944
H  -1.802  1.570  -0.846
H  3.886  3.244  -1.027
H  -1.592  -2.749  -1.140
H  -3.712  -7.055  3.172
H  -1.834  4.066  -1.981
H  -3.132  -2.209  -1.911
H  0.820  1.266  1.955
H  5.403  2.884  -1.833
H  0.929  7.072  -0.131
H  -4.899  -7.543  1.899
H  -2.215  -4.928  -1.784
H  -0.877  1.270  2.470
H  1.306  5.482  0.513
H  5.972  0.540  2.892
H  -0.517  0.407  -1.249
H  0.335  0.189  3.296
H  -1.049  2.854  -3.031
H  6.978  1.919  2.342
H  -4.603  -5.755  -0.218
H  -2.485  -8.321  1.398
H  -3.973  -6.300  -1.772
H  -1.965  -6.633  1.370
H  5.809  2.138  3.670
H  3.361  6.750  -0.221
H  -2.935  -2.057  1.043
H  3.525  0.809  -0.567
H  4.977  0.430  -1.479
H  2.716  6.797  -1.877
H  3.863  2.347  -2.541
H  -0.472  -2.856  1.173

---

[2]
Density functional theory data (the ωB97M-V functional and the def2-TZVPD basis) for an isolated molecule of CH2N2OS at a distorted geometry.

Kohn-Sham gap	0.3895	Eh
energy	-622.10198	hartree
HOMO	-11.0	eV
energy relative to the best compared isomer or geometry (same formula, charge and spin)	2.059	eV
LUMO	-0.387	eV

Element x y z (Å)
S  -0.397  0.503  0.123
O  -0.471  1.840  -0.458
N  -1.125  -0.573  -0.676
N  2.196  -0.728  -0.317
C  1.274  -0.193  0.124
H  -0.737  -1.474  -0.324
H  -0.741  0.626  1.528

---

[3]
Density functional theory data (the ωB97M-V functional and the def2-TZVPD basis) for a cluster of 2 separate species, C2H5NO in total at a distorted geometry.

Kohn-Sham gap (spin up / spin down)	0.3183 / 0.3549	Eh
energy	-208.90606	hartree
HOMO (spin up / spin down)	-7.6 / -10.4	eV
energy relative to the best compared isomer or geometry (same formula, charge and spin)	3.061	eV
2S+1	3
expectation value of S²	2.0032
LUMO (spin up / spin down)	1.081 / -0.757	eV

Element x y z (Å)
O  -1.682  0.677  -0.137
N  -1.384  -0.854  -0.098
C  1.012  0.357  -0.276
C  -0.458  0.176  0.195
H  -0.026  -0.275  2.462
H  1.168  0.449  -1.427
H  1.487  1.177  0.325
H  -1.469  -1.057  -1.105
H  1.353  -0.651  0.060

---

[4]
Density functional theory data (the ωB97M-V functional and the def2-TZVPD basis) for an isolated molecule of C4H9N at a distorted geometry.

Kohn-Sham gap	0.3759	Eh
energy	-212.51597	hartree
HOMO	-9.1	eV
energy relative to the best compared isomer or geometry (same formula, charge and spin)	0.958	eV
LUMO	1.174	eV

Element x y z (Å)
N  0.600  -1.502  2.016
C  0.006  1.099  -2.108
C  0.110  0.297  0.380
C  -0.453  -0.661  1.434
C  -0.345  0.252  -0.928
H  0.933  1.686  -1.923
H  1.289  -0.839  2.344
H  0.099  0.605  -3.156
H  -1.232  -0.338  -1.075
H  -1.280  -1.304  1.020
H  -0.770  1.865  -2.285
H  -0.903  -0.211  2.287
H  1.046  -1.898  1.245
H  0.900  0.949  0.749

---

[5]
Density functional theory data (the ωB97M-V functional and the def2-TZVPD basis) for a cluster of 2 separate species, C3H3IN2O in total at a distorted geometry.

Kohn-Sham gap (spin up / spin down)	0.2652 / 0.3023	Eh
energy	-598.30671	hartree
HOMO (spin up / spin down)	-9.1 / -9.2	eV
energy relative to the best compared isomer or geometry (same formula, charge and spin)	6.241	eV
LUMO (spin up / spin down)	-1.922 / -1.017	eV

Element x y z (Å)
I  -3.182  1.067  -2.510
O  0.759  -1.563  -1.461
N  -0.532  -1.360  -1.099
N  -3.430  0.071  -0.880
C  0.702  0.384  -0.311
C  -0.539  -0.339  -0.294
C  1.462  -0.493  -1.053
H  2.550  -0.555  -0.973
H  -2.508  -0.447  -0.809
H  1.046  1.176  0.256

---

[6]
Density functional theory data (the ωB97M-V functional and the def2-TZVPD basis) for a structure of composition C28H26AuN5Sb at a distorted geometry.

Kohn-Sham gap	0.2392	Eh
energy	-1731.33069	hartree
HOMO	-17.6	eV
LUMO	-11.116	eV
net charge	+3

Element x y z (Å)
Au  0.166  0.044  0.294
Sb  1.513  -3.105  0.830
N  -1.196  -1.959  0.115
N  2.285  -0.229  0.075
N  -1.478  1.597  0.003
N  0.531  -0.479  2.270
N  0.036  0.294  -1.764
C  -2.921  3.873  -0.588
C  -0.153  0.623  -4.474
C  0.867  -1.778  2.434
C  0.361  0.355  3.318
C  0.729  -0.509  -2.581
C  -2.900  -2.950  -1.212
C  -1.999  -3.862  -1.719
C  -2.945  3.344  0.692
C  -0.891  1.426  -3.616
C  0.474  -0.157  4.606
C  -1.502  2.066  -1.258
C  -0.768  1.263  -2.248
C  2.555  2.239  -0.080
C  0.769  -1.489  4.805
C  -0.683  -3.874  -1.262
C  3.995  -1.776  -0.448
C  3.062  0.834  -0.226
C  4.825  -0.706  -0.792
C  4.363  0.589  -0.658
C  0.672  -0.364  -3.949
C  -2.495  -1.996  -0.280
C  -2.197  3.219  -1.575
C  -2.196  2.210  0.950
C  0.124  1.821  3.115
C  2.719  -1.499  -0.006
C  -0.333  -2.902  -0.340
C  -3.488  -1.085  0.365
C  0.990  -2.311  3.697
H  -0.230  0.762  -5.546
H  1.512  2.257  0.240
H  5.834  -0.894  -1.143
H  -0.786  2.141  3.625
H  -2.320  -4.606  -2.437
H  1.257  -3.351  3.828
H  2.647  2.784  -1.021
H  0.943  2.383  3.568
H  1.325  -1.286  -2.118
H  -2.188  1.771  1.939
H  0.072  2.090  2.062
H  -2.168  3.622  -2.578
H  0.024  -4.615  -1.606
H  -4.098  -1.659  1.068
H  -3.526  3.799  1.485
H  5.003  1.435  -0.881
H  -1.571  2.164  -4.018
H  0.334  0.516  5.443
H  -2.988  -0.303  0.921
H  3.152  2.776  0.659
H  -3.943  -2.986  -1.506
H  4.343  -2.798  -0.514
H  1.260  -1.010  -4.587
H  -4.171  -0.645  -0.365
H  0.859  -1.890  5.807
H  -3.467  4.779  -0.820

---

[7]
Density functional theory data (the ωB97M-V functional and the def2-TZVPD basis) for an isolated molecule of C6H10O at a distorted geometry.

Kohn-Sham gap	0.3755	Eh
energy	-309.78141	hartree
HOMO	-9.2	eV
energy relative to the best compared isomer or geometry (same formula, charge and spin)	1.659	eV
LUMO	1.052	eV

Element x y z (Å)
O  3.067  0.103  0.096
C  0.352  0.392  -0.615
C  -1.080  0.740  -0.438
C  -0.147  1.369  0.530
C  0.929  -0.950  -0.261
C  2.406  -0.905  0.046
C  -2.066  -0.270  0.106
H  -2.937  0.261  0.507
H  0.003  2.455  0.432
H  2.870  -1.895  0.248
H  -1.649  -0.871  0.923
H  0.447  -1.381  0.632
H  -0.090  1.010  1.545
H  -2.413  -0.951  -0.675
H  -1.508  1.402  -1.180
H  1.039  1.189  -0.837
H  0.778  -1.697  -1.057

---

[8]
Density functional theory data (the ωB97M-V functional and the def2-TZVPD basis) for a structure of composition C23H20F5IrN6O2S2Te at a distorted geometry.

Kohn-Sham gap (spin up / spin down)	0.2103 / 0.2104	Eh
energy	-3034.98182	hartree
HOMO (spin up / spin down)	-14.3 / -14.3	eV
LUMO (spin up / spin down)	-8.627 / -8.624	eV
net charge	+2

Element x y z (Å)
Ir  0.314  -1.756  0.089
Te  -1.229  -3.241  -1.941
S  6.359  -2.536  4.873
S  0.312  0.688  0.280
F  -0.573  -4.255  -3.370
F  -1.909  -1.599  -0.937
F  -2.869  -4.069  -1.592
F  0.158  -1.885  -2.453
F  -2.202  -2.307  -3.282
O  -0.269  -3.852  -0.599
O  -3.463  2.765  1.979
N  2.570  -1.923  0.177
N  -2.095  1.573  0.694
N  4.786  -2.404  5.171
N  0.889  -1.923  2.318
N  -1.462  1.460  -1.566
N  6.270  -2.456  3.271
C  5.298  -2.308  0.421
C  -4.404  4.253  -0.310
C  0.255  2.378  -3.106
C  2.210  -2.048  2.543
C  -0.531  1.151  -2.630
C  -1.237  1.259  -0.295
C  -5.723  3.893  -2.283
C  4.710  -2.189  -0.820
C  4.495  -2.231  1.566
C  2.707  -2.183  3.859
C  4.123  -2.297  4.029
C  0.038  -1.953  3.329
C  3.102  -2.061  1.404
C  1.399  2.761  -2.176
C  -4.494  2.057  -1.303
C  -5.353  2.555  -2.281
C  -5.232  4.745  -1.309
C  -4.001  2.910  -0.314
C  -3.221  2.444  0.852
C  0.452  -2.104  4.652
C  1.798  -2.216  4.923
C  3.333  -1.984  -0.898
C  5.004  -2.327  2.900
H  6.359  -2.465  0.537
H  -2.364  1.850  -1.840
H  -0.281  -2.136  5.441
H  2.846  -1.866  -1.857
H  1.944  3.599  -2.605
H  -4.276  0.999  -1.280
H  -1.012  -1.854  3.090
H  -0.425  3.223  -3.227
H  1.044  3.063  -1.193
H  -1.745  1.352  1.627
H  -6.393  4.265  -3.041
H  -5.736  1.888  -3.039
H  2.097  1.932  -2.061
H  2.176  -2.338  5.927
H  -1.099  0.719  -3.456
H  0.664  2.131  -4.085
H  5.291  -2.249  -1.726
H  -5.515  5.786  -1.302
H  -4.072  4.900  0.488
H  0.182  0.411  -2.264